ORCA calculation (ωB97M-V/def2-TZVPD) on a cluster of 14 separate species, C56H138B4F16N8O12 in total in a non-equilibrium geometry.

The geometry in XYZ format:
```
234
Properties=species:S:1:pos:R:3:forces:R:3:mulliken_charge:R:1
C 2.93964 0.12109 -5.79569 2.1 -0.6 1.3 -0.688
C 4.33189 -0.28724 -6.45679 -3.9 1.4 -3.5 -0.652
O 4.56872 -1.51176 -5.89464 5.7 -0.2 1.5 -0.403
H 3.19860 0.08751 -4.69857 -0.6 0.5 -0.8 0.047
H 2.25380 -0.73589 -5.89273 0.2 0.4 -0.4 0.213
H 2.48785 1.06442 -6.07166 0.0 0.2 -0.2 0.478
H 5.17188 0.45323 -6.56757 -0.8 -0.5 1.1 0.405
H 4.09804 -0.53260 -7.54409 0.2 0.8 0.7 0.305
C -0.17328 0.09075 -0.27810 0.3 -0.6 0.7 -0.580
C -0.16471 0.68374 1.11701 -1.5 -0.4 -0.2 1.188
O -0.27836 -0.31030 2.13744 -1.7 -1.7 -0.7 0.552
H -1.21262 0.05749 -0.63157 0.5 -0.2 -0.3 -0.098
H 0.29409 -0.91108 -0.27483 -0.3 0.3 -0.1 -0.933
H 0.45771 0.70442 -0.88663 0.2 0.4 -0.7 0.383
H -1.08648 1.36130 1.09520 1.2 -0.4 0.6 -0.130
H 0.74279 1.18850 1.41609 0.2 0.3 -0.6 0.008
C 3.88090 -3.80052 5.03459 1.0 -0.7 0.7 -0.694
O 3.36748 -2.52380 4.94184 -1.7 0.9 -0.2 -0.325
C 1.93902 -2.42077 5.03392 0.8 -1.0 1.1 -0.977
C 1.20787 -3.05428 3.86575 0.5 0.9 -1.6 0.215
N 1.91106 -2.66083 2.57340 -0.1 -3.4 0.5 1.568
H 1.72876 -1.72937 2.37373 -0.4 2.4 -0.3 -0.894
H 2.91860 -2.76742 2.68683 0.1 0.4 0.1 0.587
C 1.51644 -3.48848 1.36140 -0.1 -1.5 1.4 1.496
C 2.42531 -4.75591 1.29251 -0.2 0.9 -0.8 -1.062
O 2.55813 -5.54703 2.47225 -0.6 0.7 -1.1 -0.244
C 2.57703 -6.96156 2.25684 -0.4 -0.4 1.6 -0.871
H 3.52000 -4.37687 5.87109 -0.6 0.0 0.7 0.366
H 4.92842 -3.63129 5.24489 0.4 -0.4 -0.4 0.273
H 3.69638 -4.43103 4.18563 0.2 -0.2 -0.8 0.203
H 1.83603 -1.39069 5.30185 -0.6 0.8 -0.7 0.164
H 1.55018 -2.96237 5.91368 0.3 0.0 0.0 0.534
H 0.20552 -2.68916 3.63790 -0.2 -0.3 0.9 -0.108
H 1.23513 -4.14177 3.94574 -0.1 0.2 -0.2 0.441
H 1.57813 -2.87534 0.47052 0.3 -0.1 -0.1 -0.680
H 0.49892 -3.86237 1.48617 -0.1 0.5 0.2 -0.539
H 3.37958 -4.35545 0.95124 0.6 -0.4 0.2 0.463
H 2.00482 -5.33147 0.47242 -0.1 -0.2 -0.1 0.376
H 3.21177 -7.32890 1.46180 0.4 0.4 -0.4 0.383
H 1.59020 -7.45484 2.18992 0.1 0.8 -0.3 0.223
H 2.98024 -7.29877 3.21424 0.2 -0.4 -0.2 0.276
C -10.42645 0.59403 -0.33832 -0.2 -0.7 -1.4 -0.780
O -9.75748 0.32900 0.85633 0.5 -0.2 0.9 -0.486
C -8.46344 -0.25428 0.62691 -0.1 1.0 -0.1 -0.350
C -7.72617 -0.05547 1.96250 0.5 -1.2 -0.6 -0.679
N -8.69336 -0.40346 3.00911 -0.7 -0.8 1.6 0.105
H -9.60533 -0.25909 2.56582 -0.4 -0.3 -0.1 0.518
H -8.58961 -1.38477 3.35774 -0.2 0.7 -1.0 0.380
C -8.66899 0.41571 4.24261 0.0 0.9 0.1 -0.838
C -7.55920 -0.03559 5.18569 -0.1 0.1 0.0 -0.706
O -6.27532 -0.09154 4.58331 -1.6 1.0 -0.6 -0.100
C -5.46863 -0.96142 5.30235 1.0 -1.3 0.0 -0.575
H -9.92596 1.41763 -0.84865 -0.5 0.4 0.0 0.289
H -11.51175 0.69418 -0.20614 0.5 0.4 0.3 0.282
H -10.30041 -0.26784 -1.00240 -0.1 -0.1 -0.1 0.338
H -7.90725 0.35131 -0.09923 -0.1 -0.4 -0.2 0.228
H -8.62125 -1.28299 0.23420 0.5 0.4 0.5 0.457
H -7.32823 0.95984 2.12386 -0.4 -0.5 -0.2 0.247
H -6.95006 -0.78561 2.12921 0.8 0.2 -0.5 0.306
H -9.67429 0.31015 4.69701 0.7 0.1 0.1 0.396
H -8.56722 1.45356 3.88945 0.1 -0.3 0.4 0.387
H -7.83683 -1.02199 5.57640 0.1 -0.1 0.0 0.477
H -7.53263 0.63806 6.04344 -0.1 0.1 0.1 0.408
H -4.44798 -0.90283 4.92046 -0.4 -0.1 0.0 -0.140
H -5.84475 -1.98879 5.17960 0.3 0.1 0.0 0.370
H -5.45895 -0.75139 6.35476 -0.1 0.4 0.8 0.478
C 7.28516 0.96823 -2.25662 0.4 0.0 0.9 -0.874
O 6.49109 -0.03621 -1.64053 -0.9 0.5 -0.9 -0.447
C 5.12693 -0.06199 -2.13665 0.7 -0.3 -0.4 -0.452
C 4.56563 -1.45569 -1.95515 1.2 -0.2 0.3 -0.016
N 5.27630 -2.47152 -2.72837 -2.3 -0.2 -1.1 -0.109
H 5.59945 -1.35313 -5.77928 -3.0 -1.9 0.3 0.305
H 6.13856 -2.86333 -2.44785 0.6 -0.2 1.0 0.388
C 4.34461 -3.47491 -3.31673 1.4 1.1 -1.0 0.462
C 5.10991 -4.52345 -4.08081 -0.6 -0.5 1.8 -0.734
O 6.07052 -5.09276 -3.11091 -0.7 0.8 -2.2 -0.278
C 7.13988 -5.59925 -3.85159 1.4 -0.6 0.0 -0.813
H 7.91082 0.66053 -3.07546 0.1 -0.9 -0.6 0.318
H 7.99036 1.27063 -1.48641 0.1 0.4 0.1 0.289
H 6.76054 1.83093 -2.65420 -0.6 0.2 0.3 0.329
H 5.10564 0.25619 -3.17728 0.2 -0.2 -0.3 0.941
H 4.49343 0.64022 -1.60195 -0.1 0.3 0.5 -0.366
H 3.52751 -1.50885 -2.28099 -0.1 0.3 0.2 -0.378
H 4.64393 -1.59248 -0.86655 -0.3 -0.5 0.0 0.258
H 3.80066 -2.90801 -4.07580 -0.6 -0.2 0.3 0.262
H 3.66553 -4.06692 -2.69569 -0.1 0.7 0.8 -0.356
H 5.47262 -4.17940 -5.06213 0.6 -0.2 0.6 0.469
H 4.36068 -5.30396 -4.22025 0.2 -0.3 -0.7 0.015
H 6.87946 -6.26236 -4.68647 -0.5 -0.1 0.2 0.318
H 7.75106 -6.19049 -3.16373 0.1 0.2 -0.1 0.247
H 7.76001 -4.81431 -4.32310 -0.2 0.0 0.4 0.316
C 2.48888 3.92474 -1.33182 0.3 0.7 -0.4 -0.339
O 3.16644 4.14013 -0.10061 0.4 -0.6 1.0 -0.618
C 3.45319 2.89815 0.60994 -1.9 -0.1 -1.6 1.861
C 4.29174 3.06065 1.80776 1.8 0.0 0.3 -1.728
N 5.71753 2.59583 1.52538 1.1 1.2 0.1 0.407
H 5.70103 1.64011 1.17238 -0.5 -0.8 0.0 0.139
H 6.08263 3.15740 0.74874 0.1 0.1 0.3 0.450
C 6.71297 2.61914 2.71662 -0.6 0.4 -1.3 -0.428
C 6.44283 3.86552 3.48574 -0.7 0.4 -0.2 -0.944
O 5.35541 3.61984 4.34143 0.2 0.1 1.8 -0.075
C 5.84958 3.65420 5.69258 -0.4 -0.1 -0.1 -0.952
H 2.70127 4.78301 -2.01361 0.0 -0.7 0.6 0.394
H 1.40703 3.84300 -1.24888 -0.3 0.1 0.5 0.006
H 2.81428 2.99972 -1.78436 0.3 -0.3 -0.4 0.121
H 3.79671 2.18925 -0.14693 0.4 -0.2 0.3 -0.581
H 2.55209 2.43825 1.02004 -0.5 0.2 -0.5 -0.849
H 4.04380 2.46981 2.68110 -0.6 -0.1 -0.2 0.571
H 4.27200 4.11085 2.07696 0.3 0.1 0.2 0.903
H 7.73524 2.58410 2.35040 -0.1 -0.2 -0.4 0.497
H 6.49970 1.75058 3.31781 -0.1 -0.3 0.1 0.237
H 6.03156 4.64551 2.86366 0.7 0.5 -0.7 0.471
H 7.33416 4.25697 3.96939 0.0 -0.1 0.3 0.629
H 6.49593 2.78757 5.88874 0.0 0.3 0.0 0.320
H 5.03630 3.66723 6.40860 -0.4 -0.3 -0.2 0.260
H 6.36042 4.59863 5.82590 0.5 0.1 0.2 0.414
C -5.68814 5.55832 -3.61500 -0.5 -0.7 0.7 -1.378
C -5.44117 4.06403 -3.95323 -0.8 1.7 0.5 -0.061
C -3.93198 3.86232 -3.98658 -1.7 -0.8 -1.1 -0.357
C -3.79480 2.39476 -4.39580 2.0 0.2 0.6 -0.595
N -2.34788 2.07415 -4.63675 0.6 0.0 -0.1 1.015
C -2.21691 0.62526 -5.04296 -0.5 0.0 0.4 -1.144
C -0.81933 0.15619 -4.65525 0.1 0.0 -0.1 0.755
C -0.29751 1.28218 -3.72540 -0.1 -0.3 -0.7 0.207
C -1.53082 2.05857 -3.36207 0.0 1.2 0.0 0.612
C -1.77259 3.02406 -5.65806 -0.2 -0.4 -0.3 -1.257
C -2.57887 3.08039 -7.02409 1.4 1.4 1.0 -0.451
C -1.71899 3.89514 -8.02660 0.1 -0.1 0.0 -1.392
H -5.24644 5.82694 -2.63605 -0.1 -0.1 -0.5 0.294
H -6.75495 5.75837 -3.53942 -0.1 0.1 0.0 0.426
H -5.28951 6.21078 -4.37779 0.2 0.2 -0.2 0.349
H -5.94209 3.86479 -4.91637 0.5 -0.1 0.2 0.387
H -5.94002 3.41309 -3.21577 0.4 0.2 -0.2 -0.002
H -3.52291 4.10183 -3.01289 0.2 -0.4 0.3 0.048
H -3.52320 4.60621 -4.68366 -0.1 -0.4 0.0 0.382
H -4.30594 2.04439 -5.29571 -0.3 0.5 0.2 0.636
H -4.02031 1.73354 -3.56614 -0.6 0.3 -0.2 -0.212
H -2.46135 0.55604 -6.08872 0.0 -0.2 -0.3 0.752
H -3.01078 0.17449 -4.44883 0.2 -0.5 -0.1 0.152
H -0.17809 0.13948 -5.52830 0.1 -0.1 -0.3 0.235
H -0.79474 -0.85941 -4.26666 -0.3 0.3 0.3 -0.422
H 0.33586 1.82790 -4.42781 0.4 0.5 0.9 0.260
H 0.21847 1.00011 -2.81464 0.3 -0.3 -0.3 -0.417
H -1.36599 3.08031 -2.98463 0.1 -0.2 -0.5 0.103
H -2.11096 1.56267 -2.59231 -0.2 -0.3 -0.2 -0.488
H -0.71556 2.75264 -5.73604 -0.3 -0.1 -0.7 0.758
H -1.75050 4.01609 -5.18321 -0.2 -0.3 -0.3 0.612
H -3.49223 3.64745 -6.85389 0.0 0.3 0.2 0.307
H -2.96139 2.15935 -7.41062 0.4 -0.9 -0.2 0.427
H -2.31646 4.18995 -8.88993 0.0 0.0 0.0 0.420
H -0.80652 3.40343 -8.43451 -0.7 0.0 0.6 0.309
H -1.40237 4.82156 -7.52617 0.0 -0.2 -0.2 0.323
C -1.24706 4.40226 -0.27955 0.3 0.8 1.2 -0.725
C -0.49534 5.22024 0.78547 -0.6 0.8 1.0 -1.153
C -0.80978 4.79141 2.27321 1.8 -1.0 -0.5 -0.875
C 0.14338 3.64458 2.70407 -0.2 -0.8 -2.1 -0.643
N -0.16130 2.95746 3.96283 -0.3 0.2 1.5 1.469
C 0.73822 1.78283 4.24251 0.6 0.0 1.1 1.054
C -0.10617 0.86756 5.23146 1.9 0.6 -0.8 -0.847
C -1.55189 1.12677 4.83437 -0.6 -0.9 0.2 -0.141
C -1.53063 2.32242 3.91322 -0.1 0.4 -0.9 -0.555
C -0.14342 4.01655 5.06641 -0.2 0.4 -0.6 -1.242
C 1.15588 4.83348 5.19456 -0.3 0.1 0.2 0.067
C 0.99585 5.82484 6.35014 -0.6 -0.7 -0.2 -1.525
H -0.85257 3.41827 -0.30561 0.2 -1.2 -0.3 -0.358
H -1.06318 4.89138 -1.21378 -0.1 0.1 -0.8 0.585
H -2.32427 4.37265 -0.07556 0.2 0.0 -0.1 0.572
H -0.86282 6.24164 0.68971 -0.1 0.1 0.1 0.486
H 0.58299 5.34692 0.57834 -0.3 -0.6 0.2 0.376
H -1.81195 4.38326 2.28891 -0.4 0.3 0.2 0.379
H -0.65504 5.55270 3.03477 -0.4 0.6 -0.6 0.531
H 1.19875 3.88395 2.68326 0.2 0.6 0.3 0.953
H 0.06296 2.84159 1.96561 -0.1 0.4 0.0 -0.162
H 1.67914 2.16051 4.67546 -0.5 -0.1 0.1 0.513
H 1.06638 1.35276 3.29488 -0.6 -0.3 0.2 -1.223
H 0.12825 1.17204 6.25155 -0.2 0.3 0.0 0.465
H 0.30915 -0.14919 5.19662 -0.7 0.2 -0.4 -0.118
H -2.17809 1.31797 5.70248 0.0 -0.1 0.1 0.654
H -2.00007 0.27038 4.28755 0.3 0.5 0.4 -0.374
H -2.26228 3.11507 4.06654 -0.1 -0.3 0.3 0.658
H -1.64555 1.97595 2.89025 0.0 0.0 -0.1 -0.339
H -0.45186 3.55915 6.01522 0.1 0.0 -0.3 0.673
H -0.93588 4.71840 4.69137 0.6 -0.6 1.0 0.610
H 1.29273 5.45438 4.31852 0.0 0.0 -0.5 0.223
H 2.09312 4.28918 5.31411 -0.2 -0.5 0.0 0.114
H 1.85824 6.47110 6.37068 0.1 0.3 0.3 0.427
H 0.83161 5.30725 7.29792 0.3 0.1 0.0 0.367
H 0.09654 6.39985 6.15248 0.0 0.4 0.1 0.359
C -3.58928 -0.12188 1.32113 0.3 -0.5 -1.4 1.348
C -3.53660 -1.54187 1.88706 0.6 1.8 -2.8 0.371
O -3.97320 -1.68331 2.99417 -0.5 -1.2 2.3 -0.706
N -3.01657 -2.53185 1.12227 0.1 -0.3 0.5 0.371
H -0.91956 -1.02799 1.79143 1.3 1.5 0.8 -0.560
H -2.89019 -3.38916 1.63880 -0.2 -0.3 0.1 -0.025
C -2.51707 -2.65912 -0.25004 -0.5 -0.3 -0.2 -0.445
H -2.73013 0.07086 0.67162 0.0 0.1 0.2 -1.195
H -3.67096 0.63417 2.09824 -0.1 -0.2 0.1 0.268
H -4.40269 -0.04932 0.58151 0.1 0.0 0.7 -0.346
H -1.45428 -2.73024 -0.25561 1.0 0.3 0.0 -0.002
H -2.82888 -1.89472 -0.95060 -0.2 0.3 0.2 -0.292
H -2.80551 -3.63072 -0.67455 -0.4 0.4 0.4 0.512
C 2.01735 -6.70670 -3.99223 -2.1 0.9 0.4 -0.574
C 0.71371 -7.46853 -3.76009 1.6 0.3 0.8 0.321
O 0.10114 -8.12618 -4.50833 -0.7 -0.4 -0.6 -0.441
N 0.19531 -7.42962 -2.30971 0.1 -0.4 0.4 -0.006
H -0.52998 -8.16794 -2.19305 0.6 0.5 -0.2 0.378
H 0.94266 -7.61791 -1.62390 -0.2 0.0 -0.3 0.412
C -0.38952 -6.07752 -2.00988 -0.5 -0.1 0.9 -0.024
H 1.91218 -5.67137 -3.59569 0.1 -0.6 -0.2 -0.080
H 2.10610 -6.63715 -5.06580 0.5 -0.2 -0.2 0.420
H 2.81836 -7.19886 -3.48175 0.6 -0.4 0.1 0.489
H -1.15828 -5.94535 -2.79233 0.4 0.5 0.6 0.374
H 0.40602 -5.32744 -1.95740 -0.4 -0.2 -0.6 -0.390
H -0.78592 -6.12313 -0.97280 -0.2 -0.1 -0.7 0.096
B -4.85601 0.29671 -1.99056 -0.2 0.0 -0.2 -0.190
F -5.69307 1.39061 -2.01239 -0.9 0.9 0.0 -0.329
F -3.59267 0.74530 -1.63248 1.5 0.5 0.5 -0.243
F -5.27034 -0.60527 -1.05820 -0.9 -1.2 0.9 -0.337
F -4.77353 -0.27526 -3.23576 -0.1 -0.6 -1.1 -0.361
B 0.50112 -2.83902 -2.87432 -0.5 -0.2 1.6 -0.622
F 0.72461 -3.32801 -1.54137 0.4 -0.3 0.4 -0.087
F -0.77555 -2.34721 -2.87549 -1.6 0.3 -0.2 -0.137
F 1.36159 -1.83977 -3.12471 1.6 1.6 -0.5 0.010
F 0.64997 -3.87642 -3.73941 0.2 -1.3 -1.2 -0.096
B -1.66918 -5.86509 1.87906 1.3 -1.0 -0.8 0.131
F -1.08577 -4.72579 2.44114 0.2 0.6 0.4 -0.149
F -2.51118 -5.43459 0.84909 -0.3 -0.2 -0.1 -0.412
F -0.59030 -6.67389 1.27747 -0.3 0.7 -0.2 -0.427
F -2.23704 -6.65975 2.81318 -0.8 -0.1 0.6 -0.252
B 3.95855 -0.33807 1.75644 -0.5 -0.8 -2.2 -0.078
F 4.05932 -1.69942 1.75983 -0.2 -1.6 0.1 -0.254
F 3.59125 0.17136 2.92478 -0.7 1.1 2.8 -0.246
F 5.20704 0.06052 1.36900 1.8 1.4 -0.5 -0.546
F 2.99296 0.08327 0.80253 -0.2 -0.1 -0.2 -0.041
```
Positions in Å, forces in eV/Å.

Results
Frontier orbital gap: 7.53 eV
E_tot: -5254.8227 Ha
Charge: +2